Record 1
{"formula": "C6H13N", "method": "ωB97M-V/def2-TZVPD", "molar_mass_g_mol": 99.2, "lumo_ev": 1.17, "e_above_lowest_kcal_mol": 16.5, "energy_ev": -7922.119, "smiles": "CC/C=C/NCC", "species": ["C", "C", "C", "C", "N", "C", "C", "H", "H", "H", "H", "H", "H", "H", "H", "H", "H", "H", "H", "H"], "positions_angstrom": [[0.35846, 1.04772, -3.33954], [0.73750, 1.58166, -1.95676], [-0.10544, 1.00105, -0.84732], [0.37465, 0.33670, 0.19451], [-0.39752, -0.31498, 1.13540], [0.11655, -1.13275, 2.19314], [-0.96954, -1.88751, 2.91274], [1.18612, 1.21275, -4.03789], [-0.52660, 1.54452, -3.73760], [0.17616, -0.02956, -3.32606], [1.77456, 1.31053, -1.74178], [0.60670, 2.66673, -1.95762], [-1.17611, 0.96884, -1.05450], [1.45363, 0.24641, 0.26994], [-1.33018, 0.04281, 1.24599], [0.73023, -0.53976, 2.89547], [0.87692, -1.83765, 1.82230], [-0.69954, -2.14323, 3.93348], [-1.87905, -1.29086, 3.01299], [-1.30748, -2.78342, 2.38312]], "atomic_forces_ev_per_a": [[0.3, -0.1, -0.1], [-0.3, -0.3, 0.5], [-0.4, -0.1, -1.0], [0.1, -0.3, -0.1], [-0.3, 0.0, -0.3], [1.4, 0.1, 0.4], [-0.9, -0.1, 0.1], [-0.2, 0.1, 0.0], [0.0, -0.1, 0.0], [0.0, 0.1, 0.1], [0.1, 0.4, 0.0], [0.4, 0.1, -0.1], [0.0, 0.2, 0.3], [0.0, -0.1, 0.4], [0.0, -0.1, 0.1], [-0.4, 0.1, 0.2], [-0.4, 0.0, -0.3], [0.3, -0.2, 0.0], [0.1, 0.3, 0.0], [0.3, 0.0, 0.0]]}

Record 2
{"formula": "C6H13N", "method": "ωB97M-V/def2-TZVPD", "molar_mass_g_mol": 99.2, "lumo_ev": 1.11, "e_above_lowest_kcal_mol": 49.8, "energy_ev": -7920.671, "smiles": "CCC/C=C(/C)N", "species": ["C", "C", "C", "C", "C", "C", "N", "H", "H", "H", "H", "H", "H", "H", "H", "H", "H", "H", "H", "H"], "positions_angstrom": [[1.14402, -0.43873, 2.47534], [-0.38142, -0.24001, 2.36175], [-0.80168, -0.49363, 0.86275], [-0.02438, 0.43756, -0.03617], [-0.08301, 0.32041, -1.43752], [0.53562, 1.39073, -2.38422], [-0.56523, -0.81674, -2.01606], [1.70145, 0.11345, 1.74109], [1.40034, -0.16107, 3.43148], [1.38054, -1.58712, 2.33272], [-0.99292, -0.88157, 2.92253], [-0.54096, 0.85136, 2.67024], [-1.93164, -0.51502, 0.90513], [-0.43326, -1.59984, 0.69733], [0.31468, 1.48537, 0.24590], [0.92370, 0.98938, -3.28808], [1.49445, 1.68162, -2.03205], [-0.08314, 2.11361, -2.40772], [-1.07636, -1.05862, -2.80660], [-0.53519, -1.57238, -1.35112]], "atomic_forces_ev_per_a": [[-1.4, -3.5, -1.2], [1.4, 2.2, -2.3], [0.9, -1.2, 1.8], [-1.2, 1.5, -3.7], [1.1, 1.3, 1.6], [3.4, -6.0, 1.9], [1.0, -1.5, 2.1], [0.1, 0.3, -0.3], [1.1, 0.5, 2.2], [-0.2, 2.2, 0.3], [-0.4, -0.8, 1.4], [-0.4, -1.4, -0.5], [1.1, 0.3, -1.0], [-0.9, 1.8, 0.1], [-0.3, -1.7, 0.3], [-0.9, -0.6, -1.4], [0.6, 0.8, 1.3], [-4.1, 5.4, -0.9], [-0.6, 0.7, -1.7], [-0.4, -0.2, -0.1]]}

Record 3
{"formula": "C6H13N", "method": "ωB97M-V/def2-TZVPD", "molar_mass_g_mol": 99.2, "lumo_ev": 1.09, "e_above_lowest_kcal_mol": 35.3, "energy_ev": -7921.304, "smiles": "C=CCC[C@H](C)N", "species": ["C", "C", "C", "C", "C", "C", "N", "H", "H", "H", "H", "H", "H", "H", "H", "H", "H", "H", "H", "H"], "positions_angstrom": [[2.00317, 1.57293, -2.02220], [1.09762, 0.83249, -1.35443], [1.52887, -0.03892, -0.20705], [0.45165, -0.06165, 0.93928], [-0.96700, -0.43007, 0.55914], [-2.09292, -0.09770, 1.54156], [-1.16598, -1.80225, 0.01414], [1.83594, 1.83763, -3.06048], [3.02374, 1.65000, -1.62545], [0.08827, 0.78601, -1.70840], [1.45512, -1.07205, -0.55515], [2.46756, 0.28974, 0.19594], [0.45566, 0.88579, 1.48118], [0.88562, -0.81787, 1.59502], [-1.31755, 0.16999, -0.29472], [-2.73690, -0.88105, 1.96866], [-1.74211, 0.41138, 2.48081], [-2.74381, 0.74192, 1.19597], [-2.05168, -1.91248, -0.46370], [-0.47526, -2.06387, -0.68011]], "atomic_forces_ev_per_a": [[-0.3, -1.2, 0.2], [2.1, 0.6, -0.5], [-3.4, 0.5, 0.2], [1.1, -0.4, 0.2], [-2.0, 0.0, -2.2], [-0.3, 1.8, 2.4], [0.8, -0.7, 0.7], [-0.2, 0.8, 0.3], [-0.4, 0.0, -0.3], [-0.4, -0.3, -0.3], [1.0, 0.0, -0.2], [0.6, -0.3, 0.0], [-0.1, 0.0, -0.1], [-0.5, -0.1, 0.6], [0.9, 0.7, 0.1], [0.4, -0.2, -0.8], [0.4, -0.6, -0.6], [0.2, -1.0, -0.3], [-0.1, 0.3, 0.3], [0.2, 0.2, 0.1]]}

Record 4
{"formula": "C6H13N", "method": "ωB97M-V/def2-TZVPD", "molar_mass_g_mol": 99.2, "lumo_ev": 1.23, "e_above_lowest_kcal_mol": 20.6, "energy_ev": -7921.938, "smiles": "CCCN1C[C@H]1C", "species": ["C", "C", "C", "N", "C", "C", "C", "H", "H", "H", "H", "H", "H", "H", "H", "H", "H", "H", "H", "H"], "positions_angstrom": [[-2.27302, 1.87929, 1.06473], [-1.09574, 1.56544, 0.15007], [-0.46579, 0.22746, 0.52292], [0.66205, -0.07507, -0.33399], [0.34261, -0.94460, -1.44892], [1.15767, -1.43586, -0.30369], [2.65779, -1.60348, -0.33645], [-1.94147, 1.98274, 2.10428], [-3.01029, 1.06789, 1.03520], [-2.77934, 2.80560, 0.77906], [-1.42613, 1.52815, -0.89751], [-0.33759, 2.35944, 0.19833], [-1.23015, -0.57591, 0.45114], [-0.11412, 0.24371, 1.56333], [0.78353, -0.69386, -2.41080], [-0.69494, -1.28920, -1.49277], [0.63235, -2.12603, 0.36381], [2.94919, -2.58702, -0.72212], [3.11104, -0.82697, -0.96078], [3.07235, -1.50168, 0.67416]], "atomic_forces_ev_per_a": [[-0.1, 0.0, 0.1], [0.0, 0.0, -0.1], [-0.1, 0.0, 0.1], [0.0, 0.1, 0.1], [-0.1, -0.1, -0.3], [0.1, -0.1, 0.1], [0.0, 0.0, -0.1], [-0.1, 0.0, -0.1], [0.1, 0.1, 0.0], [0.1, -0.1, 0.0], [0.0, 0.0, 0.2], [-0.1, -0.2, 0.1], [0.1, 0.2, 0.1], [-0.1, 0.1, -0.1], [0.0, -0.1, 0.2], [0.3, 0.0, -0.1], [0.1, 0.2, -0.1], [-0.1, 0.1, 0.0], [-0.1, -0.1, 0.1], [-0.1, 0.0, -0.2]]}

Record 5
{"formula": "C6H13N", "method": "ωB97M-V/def2-TZVPD", "molar_mass_g_mol": 99.2, "lumo_ev": 1.13, "e_above_lowest_kcal_mol": 11.2, "energy_ev": -7922.348, "smiles": "C/C=N\\CCCC", "species": ["C", "C", "N", "C", "C", "C", "C", "H", "H", "H", "H", "H", "H", "H", "H", "H", "H", "H", "H", "H"], "positions_angstrom": [[-2.47928, -0.73520, 0.98395], [-1.69560, 0.50919, 1.31537], [-1.08039, 1.35109, 0.59812], [-0.82825, 1.17336, -0.81536], [0.68508, 0.89370, -0.92088], [1.26145, -0.34812, -0.22580], [2.79238, -0.35514, -0.31454], [-3.49654, -0.60112, 1.37184], [-2.54175, -0.97785, -0.07901], [-2.05297, -1.59277, 1.51799], [-1.66378, 0.72718, 2.38761], [-1.48131, 0.44731, -1.33124], [-1.00330, 2.14086, -1.30648], [0.99366, 0.89393, -1.97344], [1.15308, 1.76590, -0.44750], [0.86651, -1.27413, -0.66639], [0.97220, -0.35773, 0.83339], [3.22058, 0.52486, 0.18171], [3.13292, -0.33927, -1.35700], [3.22508, -1.24246, 0.16073]], "atomic_forces_ev_per_a": [[0.0, 0.0, -0.1], [0.1, 0.2, 0.0], [-0.2, -0.3, 0.3], [0.1, 0.0, -0.1], [0.1, 0.1, -0.1], [-0.1, 0.0, 0.0], [0.0, 0.0, 0.0], [0.1, -0.1, -0.1], [0.1, 0.1, 0.1], [0.0, 0.1, -0.1], [-0.2, 0.0, 0.0], [0.4, -0.1, 0.2], [0.0, -0.2, 0.1], [-0.1, 0.0, 0.1], [0.1, -0.1, -0.2], [0.0, 0.2, 0.0], [0.0, 0.1, -0.2], [-0.1, -0.1, -0.1], [-0.1, 0.0, 0.1], [-0.1, 0.1, -0.1]]}

Record 6
{"formula": "C6H13N", "method": "ωB97M-V/def2-TZVPD", "molar_mass_g_mol": 99.2, "lumo_ev": 1.12, "e_above_lowest_kcal_mol": 96.5, "energy_ev": -7918.647, "species": ["C", "C", "C", "N", "C", "C", "C", "H", "H", "H", "H", "H", "H", "H", "H", "H", "H", "H", "H", "H"], "positions_angstrom": [[-2.36901, -0.53483, 1.68477], [-1.47397, 0.50926, 1.01285], [-0.11376, -0.03485, 0.70051], [0.41899, 0.11892, -0.46203], [0.41277, 0.51706, -1.75307], [1.66578, -0.06097, -1.18377], [2.85371, 0.72785, -0.67547], [-1.92951, -0.88405, 2.62622], [-2.50249, -1.40558, 1.03425], [-3.35699, -0.12021, 1.91018], [-1.92941, 0.85121, 0.07492], [-1.39422, 1.39366, 1.66243], [-1.27262, -2.10619, -1.19486], [0.44391, -0.61875, 1.42866], [0.23141, 1.55097, -2.03098], [-1.06943, -1.59947, -1.70851], [1.89440, -1.09780, -1.44847], [3.57790, 0.84997, -1.48773], [2.54806, 1.72481, -0.34038], [3.36448, 0.21898, 0.15048]], "atomic_forces_ev_per_a": [[0.0, -0.1, 0.0], [0.0, 0.1, -0.1], [0.0, 0.0, -0.1], [-0.1, 0.0, 0.2], [-0.1, 0.2, 0.0], [0.2, -0.2, 0.1], [0.0, 0.1, 0.0], [-0.1, 0.1, -0.1], [0.0, 0.1, 0.1], [0.2, 0.0, 0.0], [0.1, 0.0, 0.1], [0.0, -0.1, -0.1], [0.0, 0.0, -0.1], [0.0, 0.1, -0.1], [0.0, -0.1, 0.0], [0.0, -0.1, 0.1], [-0.1, 0.1, 0.0], [-0.1, 0.0, 0.1], [0.0, -0.1, -0.1], [-0.1, 0.1, -0.1]]}

Record 7
{"formula": "C6H13N", "method": "ωB97M-V/def2-TZVPD", "molar_mass_g_mol": 99.2, "lumo_ev": [0.82, 0.92], "e_above_lowest_kcal_mol": 135.4, "energy_ev": -7916.961, "species": ["C", "C", "C", "C", "C", "C", "N", "H", "H", "H", "H", "H", "H", "H", "H", "H", "H", "H", "H", "H"], "positions_angstrom": [[-0.05819, 0.05418, -0.78950], [0.98265, -0.42543, -0.07430], [-0.64260, 1.41513, -0.64952], [-1.27780, -0.34430, 2.42608], [2.02015, 0.56023, -2.00975], [-0.95920, -1.16931, 1.21619], [-1.40167, -2.32932, 1.04584], [-0.52051, -0.60254, -1.51740], [-1.09182, -2.76972, 0.17520], [1.34689, -1.42997, -0.22160], [1.47446, 0.18350, 0.67053], [-0.59227, 1.94208, -1.60486], [-1.69716, 1.33727, -0.37412], [-0.12041, 2.00432, 0.10418], [-1.72730, 0.60688, 2.12983], [-1.96111, -0.87062, 3.10288], [-0.35653, -0.10382, 2.96374], [1.48531, 0.47239, -2.95133], [2.22838, 1.58178, -1.70918], [2.86872, -0.11273, -1.93290]], "atomic_forces_ev_per_a": [[0.5, -0.2, 0.3], [-0.5, 0.3, -0.4], [0.0, 0.0, 0.0], [0.0, 0.1, 0.0], [0.7, 0.3, -0.7], [-0.7, -0.7, 0.7], [0.2, 0.3, -0.1], [0.0, 0.0, 0.0], [0.0, 0.1, 0.0], [0.0, 0.0, 0.0], [0.0, 0.0, 0.0], [0.0, 0.0, 0.0], [0.0, 0.0, 0.0], [0.0, 0.0, 0.0], [0.0, 0.0, 0.0], [0.1, 0.0, -0.1], [0.0, 0.0, 0.0], [-0.1, 0.0, 0.1], [-0.1, 0.0, 0.1], [-0.1, 0.0, 0.1]]}

Record 8
{"formula": "C6H13N", "method": "ωB97M-V/def2-TZVPD", "molar_mass_g_mol": 99.2, "lumo_ev": 1.16, "e_above_lowest_kcal_mol": 34.7, "energy_ev": -7921.327, "smiles": "C=NCCC.C=C", "species": ["C", "N", "C", "C", "C", "H", "H", "H", "H", "H", "H", "H", "H", "H", "C", "C", "H", "H", "H", "H"], "positions_angstrom": [[1.32428, -1.38925, -1.45398], [1.20774, -0.37469, -0.70999], [0.46293, 0.76220, -1.21789], [-0.73708, 1.05913, -0.32037], [-1.47478, 2.32216, -0.75584], [1.86360, -2.26319, -1.08477], [0.90946, -1.44513, -2.47181], [1.13859, 1.62756, -1.21103], [0.12775, 0.60905, -2.25968], [-0.38805, 1.15289, 0.71493], [-1.41807, 0.19799, -0.34059], [-1.84539, 2.23063, -1.78382], [-0.81402, 3.19638, -0.71695], [-2.33365, 2.52348, -0.10780], [-0.24234, -1.99928, 2.13976], [0.90517, -1.40222, 2.44247], [-0.67346, -1.91411, 1.14384], [-0.79506, -2.59471, 2.86337], [1.34506, -1.48244, 3.43432], [1.43734, -0.81645, 1.69583]], "atomic_forces_ev_per_a": [[0.0, 0.2, 0.2], [0.0, -0.3, -0.3], [-0.1, 0.1, -0.1], [0.0, 0.0, 0.0], [0.0, 0.0, 0.0], [-0.1, 0.1, 0.0], [0.0, 0.1, 0.1], [-0.1, -0.1, 0.0], [0.1, 0.0, 0.1], [0.0, 0.0, -0.2], [0.1, 0.1, 0.0], [0.1, 0.0, 0.1], [-0.1, -0.1, 0.0], [0.1, 0.0, -0.1], [0.1, 0.0, 0.0], [-0.1, -0.1, 0.0], [0.1, 0.0, 0.2], [0.1, 0.1, -0.1], [-0.1, 0.0, -0.1], [-0.1, -0.1, 0.1]]}

Record 9
{"formula": "C6H13N", "method": "ωB97M-V/def2-TZVPD", "molar_mass_g_mol": 99.2, "lumo_ev": [-4.12, -8.31], "multiplicity": 2, "charge": 1, "e_above_lowest_kcal_mol": 76.3, "energy_ev": -7911.903, "s2": 0.753, "species": ["C", "C", "C", "C", "C", "C", "N", "H", "H", "H", "H", "H", "H", "H", "H", "H", "H", "H", "H", "H"], "positions_angstrom": [[1.48258, 0.45542, -1.30139], [1.12528, 0.55993, 0.23766], [-0.31426, 0.02454, 0.36691], [-0.95121, -1.10952, 0.05142], [-2.32443, -1.51295, 0.63730], [-1.12281, 0.92685, 1.27930], [2.93517, 0.78610, -1.53027], [1.23694, -0.57788, -1.55942], [0.67540, 1.17910, -1.79065], [1.21556, 1.66677, 0.47743], [1.76619, -0.16189, 0.94643], [-0.63160, -1.81421, -0.75179], [-3.07162, -1.09300, 0.13704], [-2.58949, -2.54413, 0.59825], [-2.34944, -1.33548, 1.66295], [-0.66428, 0.95800, 2.34858], [-0.77336, 1.89834, 0.83298], [-2.15381, 0.78961, 1.14413], [3.08642, 1.05573, -2.46521], [3.42279, -0.15135, -1.32167]], "atomic_forces_ev_per_a": [[-0.4, 1.0, 0.2], [0.2, -1.5, -0.4], [1.7, 4.2, 4.1], [-2.7, -4.7, -2.3], [4.6, -1.8, 0.9], [3.2, 1.5, -0.8], [-1.5, -2.6, 2.3], [0.0, 0.1, -0.5], [2.2, -1.4, 0.5], [-0.2, -1.7, 0.4], [-1.0, 1.7, -1.7], [0.2, 0.8, 0.5], [-3.2, 2.5, -2.2], [0.6, -1.2, -0.7], [-0.3, 1.0, 1.7], [-1.0, -0.3, -1.7], [-1.0, -0.2, 0.8], [-1.3, 0.0, 0.6], [0.3, 0.2, -1.3], [-0.6, 2.2, -0.7]]}

Record 10
{"formula": "C6H13N2", "method": "ωB97M-V/def2-TZVPD", "molar_mass_g_mol": 113.2, "lumo_ev": [-3.44, -3.44], "charge": 1, "e_above_lowest_kcal_mol": 102.3, "energy_ev": -9402.432, "species": ["C", "C", "C", "C", "C", "C", "N", "N", "H", "H", "H", "H", "H", "H", "H", "H", "H", "H", "H", "H", "H"], "positions_angstrom": [[-1.82924, -0.13526, -0.45045], [0.22521, 0.93461, -0.26499], [1.36242, 0.02352, -0.05776], [-3.25603, -0.11242, -0.14156], [1.13173, -1.22762, 0.72810], [2.40054, -0.03559, -1.12720], [-1.04194, 0.69760, 0.04026], [1.21280, 1.18453, 0.83044], [-1.48723, -0.90483, -1.17151], [-3.68464, -1.04412, -0.24788], [-3.82091, 0.66594, -0.72136], [-3.25256, 0.10072, 1.03246], [0.74921, -1.05671, 1.74273], [2.06222, -1.83308, 0.73927], [0.32707, -1.71727, 0.11458], [1.91542, -0.62634, -1.81984], [3.20115, -0.55823, -0.63757], [2.72843, 0.94896, -1.45070], [-1.55580, 1.44286, 0.65644], [1.76985, 1.99027, 0.40423], [0.84230, 1.26246, 1.80233]], "atomic_forces_ev_per_a": [[-1.6, -3.2, -2.4], [2.6, 0.7, -1.3], [-1.6, -0.6, 0.6], [0.2, 2.8, 3.0], [-0.5, -1.1, -1.1], [0.8, 1.2, 2.9], [-1.6, 2.8, 3.3], [0.7, 4.2, -1.0], [0.2, 0.8, 0.5], [-1.0, -1.9, -0.5], [0.4, -0.7, 0.6], [-0.7, -0.1, -2.4], [0.1, -0.1, -0.3], [-0.8, 0.1, 0.2], [0.8, -0.5, 0.9], [-0.4, -1.1, -2.1], [0.9, -0.3, -0.5], [-0.2, -0.1, -0.4], [1.3, -1.5, -1.3], [-0.8, -1.0, 2.0], [1.1, -0.5, -0.8]]}